{
  "formula": "C2H10O2S2",
  "method": "ωB97M-V/def2-TZVPD",
  "symbols": ["C", "C", "S", "S", "H", "H", "H", "H", "H", "H", "H", "H", "O", "H", "H", "O"],
  "positions_angstrom": [[-1.597, 1.177, 0.753], [-1.245, 0.746, -0.695], [-1.387, -1.114, -1.027], [2.077, 1.326, 0.046], [-1.999, 2.236, 0.802], [-2.194, 0.353, 1.258], [-0.657, 1.234, 1.330], [-1.801, 1.113, -1.588], [-0.161, 0.921, -0.988], [3.100, 2.092, 0.267], [1.008, -2.462, 1.492], [0.025, -1.879, 0.330], [0.242, -1.910, 1.333], [0.906, -1.527, -1.521], [1.978, -0.739, -0.740], [1.704, -1.567, -1.053]],
  "mulliken_charge": [-0.683, -0.199, -0.078, -0.300, 0.308, 0.280, 0.225, 0.400, -0.063, 0.108, 0.291, 0.229, -0.563, 0.259, 0.268, -0.484],
  "e_tot_ha": -1028.83179,
  "lumo_energy_ev": -5.013,
  "mol_weight_g_mol": 130.2,
  "charge": 0,
  "homo_lumo_gap_ev": 3.81,
  "relative_energy_kcal_mol": 142.52
}